Record 1
A molecular structure, C18H10ClF11N4O6S5Y. Source: OMol25; level of theory: ωB97M-V/def2-TZVPD.

Positions of all 56 atoms, in Å:
1 C 3.47 2.39 -3.67
2 C 1.60 1.18 3.45
3 C 0.12 -0.94 -5.93
4 H 2.97 1.72 -4.36
5 C -2.71 1.71 0.08
6 C -0.74 -3.41 1.40
7 H -1.73 -3.36 0.98
8 C -1.21 -0.26 -3.65
9 F 2.35 0.15 3.04
10 N 2.01 -0.79 -0.04
11 F -0.82 0.93 -7.03
12 C -0.69 0.18 -5.93
13 C 0.86 -4.39 2.87
14 C 0.26 -1.71 -4.80
15 O 0.95 1.69 1.05
16 S 1.14 1.12 -2.16
17 O -1.47 1.37 -0.04
18 F -0.86 3.88 5.21
19 C -2.06 3.48 4.79
20 F -1.84 0.09 -2.51
21 Cl -2.87 -1.03 0.32
22 H 2.81 -3.48 2.74
23 O -0.40 0.01 2.16
24 S -0.23 -2.31 -2.15
25 C 2.69 0.72 -1.59
26 N -0.75 2.44 2.80
27 N 0.13 -2.51 0.96
28 H 1.14 -5.12 3.62
29 H -4.12 0.70 1.32
30 H -1.18 -5.07 2.68
31 F -2.63 4.45 4.08
32 C -1.37 0.52 -4.77
33 S 0.18 1.35 2.22
34 O -3.18 2.82 0.00
35 F 2.34 2.30 3.37
36 H 3.43 -1.79 1.06
37 F -2.16 1.60 -4.75
38 O -1.36 0.96 4.77
39 C -0.43 -4.37 2.35
40 C 1.79 -3.49 2.39
41 S 4.13 1.44 -2.28
42 H 2.77 3.14 -3.31
43 H 4.33 2.86 -4.14
44 F 1.07 -2.77 -4.85
45 O -3.14 1.63 3.22
46 S -1.87 1.90 3.82
47 C -3.70 0.55 0.34
48 N 3.02 -0.11 -0.63
49 C 1.40 -2.57 1.42
50 F 0.78 -1.27 -7.06
51 H -4.47 0.54 -0.43
52 C 2.37 -1.67 0.82
53 Y -0.23 -0.27 -0.22
54 F -2.82 3.24 5.86
55 C -0.40 -1.40 -3.61
56 F 1.29 0.99 4.72

Its frontier orbital gap is 6.64 eV. As for the lowest unoccupied orbital energy: 1.3 eV. As for the total energy: -134713.8413 eV. The total charge is -1.


Record 2
A molecular structure, C18H11BF12IrN3O8S2. Source: OMol25; level of theory: ωB97M-V/def2-TZVPD.

Positions of all 56 atoms, in Å:
1 C -3.40 0.51 -3.63
2 O -3.48 3.33 -1.91
3 C 2.41 -3.34 0.33
4 Ir -0.07 -0.91 -0.25
5 O -1.15 3.78 -1.27
6 F -3.41 -0.59 -4.38
7 B 2.57 -0.23 -2.25
8 F -4.08 0.25 -2.51
9 F 1.23 0.05 -1.65
10 C 4.32 -3.21 2.33
11 C 1.69 0.00 1.77
12 C -2.11 5.09 -3.29
13 F -0.89 5.40 -3.73
14 O -0.87 0.38 -4.28
15 C -2.14 1.36 2.87
16 C -1.75 -1.19 2.14
17 C 4.26 -4.31 1.53
18 C -2.78 1.39 4.22
19 F 3.50 0.03 -1.27
20 C 1.50 -1.11 0.97
21 C 3.54 -0.97 2.96
22 H 1.07 0.87 1.65
23 O -2.32 -1.73 3.10
24 C 2.42 -2.19 1.15
25 F -2.53 6.09 -2.50
26 C -0.15 -2.47 -1.48
27 N -1.60 2.58 -3.46
28 O -1.45 0.66 -1.88
29 F 2.57 -1.56 -2.63
30 H -1.03 2.68 0.18
31 S -1.63 1.01 -3.26
32 F -1.45 -2.30 -2.02
33 H -2.75 -0.57 4.23
34 C -1.71 0.30 2.04
35 H 5.07 -3.13 3.11
36 C 3.30 -4.37 0.51
37 C 2.70 0.08 2.75
38 H 0.53 -2.47 -2.34
39 F 2.68 0.62 -3.33
40 C -1.87 2.50 2.13
41 O -1.20 -1.84 1.20
42 H 4.96 -5.13 1.67
43 H 4.32 -0.93 3.72
44 H -2.07 3.53 2.35
45 N -1.31 2.11 0.98
46 F -2.94 5.02 -4.33
47 O -3.04 2.44 4.76
48 H 1.69 -3.40 -0.47
49 H 2.79 0.99 3.34
50 S -2.12 3.52 -2.31
51 C 3.42 -2.12 2.16
52 O -3.05 0.23 4.79
53 N -1.20 0.79 0.92
54 H 3.26 -5.23 -0.15
55 F -4.05 1.47 -4.30
56 F -0.20 -3.76 -0.99

Its frontier orbital gap is 7.42 eV. As for the lowest unoccupied orbital energy: 4.4 eV. As for the total energy: -97500.6939 eV. The total charge is -2.


Record 3
A molecular structure, C18H11Cl3F2N3OSc. Source: OMol25; level of theory: ωB97M-V/def2-TZVPD.

Positions of all 39 atoms, in Å:
1 N 0.85 1.15 2.41
2 C -2.32 0.79 -3.90
3 C -2.28 -1.63 -0.38
4 H 3.93 1.33 3.66
5 C -3.32 -0.88 -2.57
6 C -3.25 -2.58 -0.05
7 H 2.75 0.35 5.63
8 O 0.18 1.40 1.28
9 C -1.28 0.91 -2.99
10 H -0.25 -2.00 2.19
11 N 2.10 -0.64 0.32
12 H 2.61 1.83 1.59
13 H -0.51 1.64 -3.21
14 H -4.09 -2.76 -0.70
15 C -1.13 -2.17 1.59
16 H -1.94 -3.68 2.88
17 F -4.36 -1.73 -2.43
18 C 4.37 -1.40 -0.71
19 N -1.23 -1.45 0.46
20 C -3.35 -0.10 -3.71
21 C -2.30 -0.80 -1.61
22 C 0.84 0.37 4.64
23 C 2.87 1.12 3.62
24 C -3.14 -3.32 1.11
25 C -2.06 -3.11 1.96
26 Cl 5.49 -0.03 -0.53
27 H -4.16 -0.20 -4.42
28 H -0.88 0.55 3.33
29 F -2.32 1.55 -4.99
30 C -1.24 0.13 -1.84
31 C 2.21 0.59 4.72
32 Sc 0.16 0.08 -0.16
33 C 0.18 0.67 3.47
34 H 0.28 -0.01 5.48
35 C 2.17 1.40 2.48
36 C 3.10 -0.98 -0.23
37 Cl 4.26 -1.87 -2.44
38 H -3.89 -4.06 1.35
39 Cl 5.01 -2.83 0.21

Its frontier orbital gap (alpha / beta) is 4.79 / 7.66 eV. As for the spin multiplicity: 2. As for the lowest unoccupied orbital energy (alpha / beta): -3.8 / -3.8 eV. As for the total energy: -89057.1550 eV. The total charge is +1.


Record 4
A molecular structure, C18H11F6IrN12O7S2. Source: OMol25; level of theory: ωB97M-V/def2-TZVPD.

Positions of all 57 atoms, in Å:
1 N -2.39 -1.08 -0.36
2 H 4.74 -5.03 -1.24
3 H 3.65 5.28 -1.43
4 H 3.32 0.73 -1.01
5 F -4.91 2.86 0.44
6 C 1.84 -3.55 -0.30
7 C 0.96 2.95 0.18
8 H 3.81 -2.82 -0.61
9 C -4.20 2.17 1.35
10 N -4.28 -1.52 -1.40
11 C -3.05 -1.03 -1.54
12 C -1.19 0.64 4.50
13 S -2.33 2.34 1.03
14 C 2.86 -6.03 -1.01
15 C 3.19 -3.70 -0.63
16 N -0.95 0.50 -4.08
17 C 1.53 -5.91 -0.67
18 N 0.26 0.96 -3.85
19 C 2.14 2.39 -0.44
20 C -1.35 -0.01 -2.92
21 C 1.00 -4.67 -0.30
22 O 0.46 0.41 2.52
23 C 0.81 4.37 0.17
24 O -2.11 3.71 1.32
25 N -2.54 -0.62 -2.73
26 C 3.70 -4.92 -0.99
27 F -2.16 1.39 5.05
28 C 3.08 3.27 -1.01
29 H -0.51 -3.68 0.27
30 H 0.87 -6.76 -0.68
31 N -0.37 0.13 -1.99
32 H 3.95 2.84 -1.48
33 Ir -0.66 0.13 0.30
34 O -0.29 -4.61 0.03
35 C 2.91 4.63 -0.98
36 N 2.11 -1.20 -0.27
37 F -1.69 -0.59 4.32
38 S -0.53 1.38 2.90
39 N 1.65 0.01 -0.11
40 O -0.12 2.68 3.32
41 H -3.16 -0.68 -3.53
42 C 1.76 5.18 -0.38
43 N -3.26 -1.62 0.48
44 C 2.38 1.00 -0.52
45 F -0.22 0.54 5.42
46 O 0.06 2.23 0.72
47 N -4.36 -1.85 -0.13
48 H 3.25 -6.99 -1.31
49 N 0.61 0.75 -2.64
50 H -0.09 4.75 0.62
51 O -2.26 1.88 -0.34
52 H 1.64 6.25 -0.36
53 O 0.12 -2.08 0.43
54 N -1.88 1.25 2.08
55 F -4.62 0.91 1.29
56 F -4.53 2.65 2.55
57 C 1.30 -2.21 0.00

Its frontier orbital gap (alpha / beta) is 5.04 / 5.21 eV. As for the spin multiplicity: 2. As for the lowest unoccupied orbital energy (alpha / beta): -0.8 / -0.7 eV. As for the total energy: -91867.0135 eV. The total charge is -1.